An isolated molecule of C4H9N3O2. Source: the OMol25 dataset; level of theory: ωB97M-V/def2-TZVPD.

HOMO level   -9.604 eV
Orbital gap   0.3803 Eh
Structure (SMILES)   [H]/N=C(/N)ON(C)C(C)=O

The geometry in XYZ format:
```
18
C4H9N3O2, DFT ωB97M-V/def2-TZVPD
O 0.489 -0.316 0.737
O -0.210 -0.816 -2.631
N 0.657 -0.197 -0.653
N -0.651 0.289 2.553
N -0.091 1.977 1.103
C 2.026 -0.365 -1.082
C -0.062 0.766 1.423
C -0.391 -0.562 -1.461
C -1.745 -0.533 -0.801
H 0.324 2.205 0.209
H -0.353 -0.621 2.859
H 2.472 -1.240 -0.605
H -2.496 -0.805 -1.537
H 2.607 0.523 -0.832
H 2.005 -0.508 -2.161
H -1.775 -1.235 0.030
H -0.847 0.975 3.263
H -1.957 0.463 -0.416
```

***

A structure of composition C4H9N3O2. Source: the OMol25 dataset; level of theory: ωB97M-V/def2-TZVPD.

HOMO level   -8.817 eV
Orbital gap   0.3344 Eh

The geometry in XYZ format:
```
18
C4H9N3O2, DFT ωB97M-V/def2-TZVPD
O 0.682 -1.912 -2.210
O 1.899 0.373 0.455
N 0.362 0.884 2.539
N 1.393 -0.868 -1.369
N -2.704 0.105 -0.094
C -0.435 0.427 0.146
C -0.461 1.433 1.298
C -1.406 -0.098 -0.440
C 0.910 0.052 -0.276
H -3.447 -0.525 -0.467
H -1.765 1.521 1.824
H 1.414 0.588 2.184
H 0.015 2.435 0.800
H -3.210 0.602 0.765
H 0.151 -0.275 2.583
H 2.257 -1.285 -1.204
H 0.138 -1.558 -3.133
H -1.200 -0.912 -1.212
```

***

An isolated molecule of C4H9N3O2S. Source: the OMol25 dataset; level of theory: ωB97M-V/def2-TZVPD.

HOMO level   -9.564 eV
Orbital gap   0.3622 Eh
Structure (SMILES)   [H]/N=C(\N)NC[C@@H](S)C(=O)O

The geometry in XYZ format:
```
19
C4H9N3O2S, DFT ωB97M-V/def2-TZVPD
S 0.157 -1.767 1.764
O -2.724 -1.828 0.908
O -2.352 -1.341 -1.315
N 2.591 1.438 -0.444
N 0.285 0.655 -0.371
N 0.531 2.798 -0.083
C 0.372 -0.757 -0.732
C -0.508 -1.659 0.114
C -1.867 -1.511 -0.175
C 1.326 1.574 -0.257
H 0.058 -0.829 -1.857
H -2.374 -1.973 1.763
H 3.160 2.187 -0.315
H 0.056 -0.516 2.144
H -0.398 1.307 -0.797
H -0.508 2.477 0.304
H 1.033 3.406 0.685
H -0.322 -2.674 -0.441
H 1.485 -0.986 -0.896
```

***

A cluster of 2 separate species, C4H9N4 in total. Source: the OMol25 dataset; level of theory: ωB97M-V/def2-TZVPD.

HOMO level   -12.907 eV
Orbital gap   0.3580 Eh
Total charge   +1

The geometry in XYZ format:
```
17
C4H9N4, DFT ωB97M-V/def2-TZVPD
N -2.940 -0.697 0.829
N 2.487 -1.701 1.483
N -0.382 -0.332 -0.314
N 0.525 -0.763 0.411
C 0.563 1.575 -1.355
C -0.092 0.446 -1.508
C 1.397 2.541 -1.484
C 1.462 -1.030 1.071
H -3.296 0.130 0.471
H -3.778 -1.310 0.620
H -0.701 0.249 -2.385
H -2.854 -0.540 1.865
H 3.056 -1.305 2.211
H -1.431 -0.355 0.063
H 1.098 3.562 -1.180
H 2.273 2.217 -2.055
H 2.612 -2.686 1.257
```

***

The ion C4H9N4S with charge +1. Source: the OMol25 dataset; level of theory: ωB97M-V/def2-TZVPD.

Spin multiplicity   3
HOMO level (spin up / spin down)   -7.953 / -12.841 eV
Orbital gap (spin up / spin down)   0.1463 / 0.1573 Eh
Total charge   +1

The geometry in XYZ format:
```
18
C4H9N4S, DFT ωB97M-V/def2-TZVPD
S -0.366 2.784 -1.029
N -0.207 -0.180 0.187
N 2.132 -0.234 -0.659
N -0.011 -1.428 0.543
N 0.937 1.655 -1.163
C -1.426 0.188 0.495
C -1.119 -1.948 1.013
C -2.026 -0.884 1.059
C 1.138 0.570 -0.194
H 1.757 2.294 -1.075
H 1.298 0.910 0.798
H -1.303 2.232 -1.922
H 2.278 -0.413 -1.595
H -1.808 1.159 0.385
H 2.272 -1.021 -0.112
H 0.876 -1.826 0.265
H -3.052 -0.984 1.393
H -1.233 -3.006 1.267
```

***

An isolated molecule of C4H9N5. Source: the OMol25 dataset; level of theory: ωB97M-V/def2-TZVPD.

HOMO level   -8.001 eV
Orbital gap   0.3258 Eh
Structure (SMILES)   CC1=N[C@]1(N)/C(N)=N/N

The geometry in XYZ format:
```
18
C4H9N5, DFT ωB97M-V/def2-TZVPD
N 1.545 -0.910 0.742
N 1.339 1.554 0.905
N -1.412 0.873 1.506
N -2.608 -0.721 -0.534
N -1.240 -0.501 -0.453
C -0.738 0.188 0.501
C 0.735 0.324 0.496
C 1.885 -0.811 -1.832
C 1.454 -0.577 -0.465
H -0.931 0.928 2.391
H 1.463 1.603 1.911
H 1.013 -0.755 -2.485
H 2.584 -0.031 -2.136
H -2.394 0.663 1.599
H -3.074 -0.887 0.358
H 0.786 2.346 0.599
H 2.354 -1.787 -1.940
H -2.762 -1.500 -1.163
```

***

An isolated molecule of C4H9N5. Source: the OMol25 dataset; level of theory: ωB97M-V/def2-TZVPD.

HOMO level   -7.285 eV
Orbital gap   0.2994 Eh
Structure (SMILES)   CNc1nc(N)[nH]c1N

The geometry in XYZ format:
```
18
C4H9N5, DFT ωB97M-V/def2-TZVPD
N 1.067 -0.867 -2.851
N 0.780 -1.666 -0.583
N 0.326 0.508 -1.107
N 0.231 -1.614 1.951
N -0.295 1.212 1.240
C 0.119 0.267 0.279
C 0.348 -1.074 0.656
C -1.433 2.106 0.843
C 0.708 -0.661 -1.552
H 0.807 -0.126 -3.452
H -2.001 1.653 0.025
H 0.797 -2.666 -0.739
H 1.128 -1.758 -3.235
H 0.721 -0.981 2.538
H -0.704 -1.427 2.232
H -2.058 2.250 1.741
H 0.577 1.730 1.502
H -1.121 3.116 0.513
```

***

A cluster of 2 separate species, C4H9N5O3 in total. Source: the OMol25 dataset; level of theory: ωB97M-V/def2-TZVPD.

HOMO level (spin up / spin down)   -17.418 / -17.418 eV
Orbital gap (spin up / spin down)   0.2405 / 0.2050 Eh
Total charge   +2

The geometry in XYZ format:
```
21
C4H9N5O3, DFT ωB97M-V/def2-TZVPD
O 2.151 -3.090 -0.709
O 1.637 3.726 -1.144
O 1.264 -2.256 -1.196
N 2.381 -0.034 -1.741
N -1.038 1.524 0.503
N 2.052 1.105 -1.481
N 0.829 2.901 -0.628
N -0.106 -0.436 0.119
C 0.980 1.584 -0.712
C -0.021 0.838 -0.011
C -1.979 0.544 1.118
C -1.203 -0.772 1.092
H 2.521 3.500 -1.625
H 2.467 -3.896 -1.236
H -1.702 -1.585 0.582
H 3.232 -0.276 -2.144
H -0.875 -0.911 2.066
H -2.359 1.081 2.101
H -1.422 2.444 0.434
H -2.946 0.654 0.606
H 0.617 -1.044 -0.390
```

***

Going through the records in order, we get relative energy (zero: lowest compared OMol25 entry of this formula, charge and spin) values of 39.99 169.14 44.01 102.45 22.35 57.64 14.90 11.99 kcal/mol.
Going through the records in order, we get molecular weight values of 131.14 131.13 163.20 113.14 145.21 127.15 127.15 175.15 g mol⁻¹.